1.
The following is a DFT calculation (ωB97M-V/def2-TZVPD) of a structure of composition C50H55BBrIrN4O5Te.

Cartesian coordinates (Å):
Ir: -0.89717 1.00646 1.87574
C: 1.54140 3.36106 2.27677
O: 0.16961 3.01808 1.98626
C: -0.68591 4.09106 1.81758
C: -0.30716 5.41687 1.94260
C: -1.25439 6.41246 1.72577
Br: -0.71374 8.21103 1.87375
C: -2.56507 6.11993 1.41199
C: -2.96031 4.78758 1.31667
C: -2.00738 3.80309 1.50715
O: -2.32948 2.45328 1.37365
C: -4.34804 4.45555 0.96104
N: -5.09180 5.18424 0.18980
C: -6.30672 4.51516 0.11031
C: -7.46520 4.85457 -0.58747
C: -8.54660 4.00566 -0.48000
C: -8.49108 2.83946 0.30108
C: -7.34874 2.48318 0.99055
C: -6.26346 3.34335 0.87139
N: -4.97553 3.29411 1.38834
H: 1.58163 3.93293 3.20248
H: 1.96151 3.92526 1.44606
H: 2.07935 2.43238 2.39647
H: 0.70319 5.69827 2.19146
H: -3.29460 6.89772 1.24002
H: -3.06260 2.30911 0.75127
H: -7.50362 5.75605 -1.18316
H: -9.46317 4.24033 -1.00381
H: -9.36704 2.20805 0.36515
H: -7.30914 1.58761 1.59720
H: -4.70697 2.76322 2.20149
C: 1.07573 -1.55129 4.23915
C: 0.39626 -1.48215 2.89719
O: -0.27796 -2.38667 2.47054
N: 0.52739 -0.25883 2.17871
Te: 1.03973 -2.85635 -0.25266
C: 1.83518 -3.07997 -2.21375
C: 1.28601 -3.99292 -3.12021
C: 0.11526 -4.87626 -2.79034
C: 1.85345 -4.10332 -4.38854
C: 2.95232 -3.35418 -4.77483
C: 3.55377 -3.49409 -6.14572
C: 3.49760 -2.47411 -3.84806
C: 2.96310 -2.32574 -2.57558
C: 3.61269 -1.34839 -1.63444
C: -0.93611 -2.40190 -0.89831
C: -1.15686 -1.30777 -1.74740
C: -0.13168 -0.22518 -1.94745
C: -2.38056 -1.20241 -2.40582
C: -3.39740 -2.13196 -2.22118
C: -4.70240 -2.00800 -2.96025
C: -3.18861 -3.14823 -1.29982
C: -1.97984 -3.29275 -0.62117
C: -1.83497 -4.43100 0.35319
H: 1.49091 -2.54656 4.38318
H: 0.30775 -1.39710 5.00169
H: 1.84492 -0.79561 4.36177
H: 0.22239 -5.30806 -1.79409
H: 0.03823 -5.68730 -3.51287
H: -0.82381 -4.31908 -2.80975
H: 1.42356 -4.81115 -5.08878
H: 3.00635 -4.21950 -6.74559
H: 4.59270 -3.82160 -6.08367
H: 3.54397 -2.54014 -6.67540
H: 4.36905 -1.88839 -4.12135
H: 4.47668 -0.87852 -2.10332
H: 3.95423 -1.82686 -0.71362
H: 2.90684 -0.56956 -1.34528
H: 0.08202 0.26301 -0.99405
H: -0.50489 0.52104 -2.65058
H: 0.81025 -0.61200 -2.33647
H: -2.53222 -0.38026 -3.09889
H: -4.54432 -1.66368 -3.98201
H: -5.37010 -1.28542 -2.48056
H: -5.22565 -2.96272 -2.99960
H: -3.98035 -3.86854 -1.11401
H: -2.81546 -4.74648 0.71290
H: -1.22449 -4.15426 1.21120
H: -1.36282 -5.29368 -0.12188
C: -5.84511 -2.86514 1.69909
C: -4.65189 -1.96437 1.76729
C: -4.32176 -1.12372 0.70642
C: -3.18077 -0.35891 0.76400
N: -2.37276 -0.34602 1.84209
C: -2.68538 -1.14154 2.87168
C: -3.79787 -1.95698 2.86189
H: -6.66867 -2.39036 1.16715
H: -6.18360 -3.15818 2.69100
H: -5.58293 -3.77411 1.15239
H: -4.93003 -1.08786 -0.18560
H: -2.85822 0.21891 -0.09349
H: -2.03668 -1.10115 3.73363
H: -3.99121 -2.58155 3.72343
C: 8.15292 0.19637 -0.62602
C: 7.69526 0.78415 0.71667
C: 8.20740 -0.11799 1.83993
C: 8.31332 2.17658 0.90286
C: 6.16901 0.88774 0.71332
C: 5.54302 1.75032 -0.19458
C: 4.16124 1.87965 -0.28635
C: 3.41455 1.10328 0.56810
O: 2.03855 1.01061 0.68165
B: 1.83636 0.09012 1.70761
O: 3.03627 -0.38433 2.22019
C: 4.01283 0.25367 1.47478
C: 5.37892 0.12042 1.57393
H: 9.24127 0.11465 -0.64892
H: 7.84523 0.82430 -1.46329
H: 7.73153 -0.79924 -0.77708
H: 9.29781 -0.12437 1.82800
H: 7.87292 -1.14989 1.71770
H: 7.88879 0.23846 2.82153
H: 9.40192 2.10019 0.91222
H: 7.99513 2.62042 1.84806
H: 8.03772 2.85848 0.09834
H: 6.15332 2.33771 -0.86751
H: 3.69690 2.53940 -1.00721
H: 5.80509 -0.56095 2.29528

Atoms 1-3, force components in eV/Å:
-0.376 0.262 -0.119
0.018 -0.008 0.231
0.020 -0.055 -0.093

Results
LUMO (spin up / spin down) = -2.43 / -3.54 eV
Kohn-Sham gap (spin up / spin down) = 6.94 / 5.83 eV
Charge = +1
Largest force on an atom = 0.6 eV/Å
Energy above the lowest of the compared OMol25 structures with the same formula, charge and spin = 0.0 kcal per mole
2S+1 = 2


2.
The following is a DFT calculation (ωB97M-V/def2-TZVPD) of a structure of composition C50H56AlN4OPS.

Cartesian coordinates (Å):
Al: -0.32958 0.21786 -1.24747
O: 0.67986 -0.88948 -0.43479
C: 1.92247 -1.32906 -0.22829
C: 2.31075 -1.79477 1.05568
C: 3.49320 -2.57805 1.17910
C: 3.84677 -3.16333 2.37046
C: 3.06455 -2.97339 3.50968
C: 1.97269 -2.12451 3.43657
C: 1.58708 -1.50618 2.24933
P: 0.44821 -0.05632 2.34366
C: -0.93693 -0.69656 3.34494
C: -1.27038 -2.05176 3.34685
C: -2.44767 -2.49133 3.93880
C: -3.30854 -1.58382 4.53888
C: -2.98751 -0.23142 4.53791
C: -1.81712 0.21264 3.93943
C: 1.42780 0.94368 3.53114
C: 1.21162 1.04825 4.89918
C: 2.04598 1.83249 5.68697
C: 3.11095 2.51382 5.11766
C: 3.34009 2.40951 3.75102
C: 2.49781 1.63931 2.96610
H: 4.12261 -2.73464 0.31536
H: 4.74252 -3.77031 2.42058
H: 3.33552 -3.43741 4.44919
H: 1.42300 -1.89237 4.34229
H: -0.60512 -2.76910 2.88121
H: -2.68966 -3.54746 3.93232
H: -4.22347 -1.92782 5.00597
H: -3.65539 0.48665 4.99899
H: -1.60339 1.27482 3.89572
H: 0.39370 0.51244 5.36640
H: 1.85997 1.90755 6.75147
H: 3.75711 3.12706 5.73335
H: 4.16692 2.93964 3.29383
H: 2.67060 1.57648 1.89566
C: 0.87383 4.19922 -0.54986
C: -0.40969 3.96081 -1.36120
C: -0.69316 5.12550 -2.31235
C: -1.58128 3.68080 -0.43675
C: -1.83192 4.79198 0.53099
C: -3.32836 4.18494 1.92482
C: -3.79952 2.84558 1.48466
C: -3.29492 2.06372 0.52028
C: -4.00892 0.73049 0.29900
C: -4.93451 0.69932 -0.91859
C: -3.08867 -0.49704 0.32731
C: -2.16070 2.46764 -0.36580
N: -1.75890 1.45183 -1.28368
C: -2.14720 1.54319 -2.56847
C: -1.74281 0.50641 -3.41854
C: -1.89552 0.24064 -4.77682
C: -1.37812 -1.03438 -4.98155
C: -0.89506 -1.52764 -3.76848
N: -1.08821 -0.57367 -2.79170
C: -0.40190 -2.95500 -3.58268
C: -1.47613 -3.88992 -4.17113
C: -0.19082 -3.35944 -2.12224
C: 0.89186 -3.16344 -4.38148
H: 1.74227 4.11329 -1.20731
H: 0.96206 3.47837 0.26667
H: 0.89936 5.19920 -0.10666
H: -0.23894 3.07744 -1.97562
H: -0.85344 6.06455 -1.77326
H: -1.57444 4.93451 -2.92878
H: 0.15742 5.28263 -2.97804
H: -1.27079 5.67301 0.23585
H: -3.92895 4.58286 2.74082
H: -4.65794 2.47178 2.02922
H: -4.65651 0.64551 1.17372
H: -4.38393 0.63361 -1.85703
H: -5.58172 1.57912 -0.95314
H: -5.57428 -0.18385 -0.85583
H: -2.73919 -0.75904 -0.67270
H: -3.63568 -1.36559 0.70007
H: -2.23383 -0.33798 0.98771
H: -2.68726 2.41219 -2.92576
H: -2.35973 0.89062 -5.50228
H: -1.37249 -1.57517 -5.91534
H: -2.40582 -3.81195 -3.60326
H: -1.12949 -4.92490 -4.12208
H: -1.69524 -3.65302 -5.21197
H: -0.88454 -2.85631 -1.44930
H: 0.82018 -3.15321 -1.77006
H: -0.35974 -4.43352 -2.02073
H: 0.72842 -2.96718 -5.44290
H: 1.23816 -4.19509 -4.27482
H: 1.68638 -2.50280 -4.03805
S: -0.70999 3.27741 2.73293
C: -1.80942 4.46610 2.08415
N: -1.76785 5.75081 2.82171
C: -2.20020 6.92461 2.07258
C: -3.41810 6.57589 1.21203
N: -3.29727 5.16531 0.74131
H: -0.83200 5.85146 3.19570
H: -1.41791 7.34221 1.42656
H: -2.49412 7.72222 2.75666
H: -3.47255 7.22504 0.33873
H: -4.35314 6.64591 1.76609
H: -3.93926 4.95864 -0.02046
C: 2.84717 -1.26396 -1.40249
C: 3.92050 -0.20721 -1.22408
C: 5.25401 -0.47988 -1.50096
C: 6.23042 0.49367 -1.32708
C: 5.88156 1.75383 -0.86607
C: 4.55127 2.03465 -0.57887
C: 3.58118 1.06085 -0.75468
H: 3.31793 -2.22862 -1.60399
H: 2.23921 -1.02548 -2.27570
H: 5.53362 -1.46671 -1.85412
H: 7.26553 0.26225 -1.54479
H: 6.64125 2.51140 -0.72250
H: 4.26909 3.01263 -0.20798
H: 2.54669 1.28557 -0.51089

Atoms 1-3, force components in eV/Å:
-0.661 -0.599 -0.297
-0.006 0.132 0.085
-0.194 -0.023 0.101

Results
LUMO (spin up / spin down) = -0.23 / -0.29 eV
Kohn-Sham gap (spin up / spin down) = 5.27 / 5.76 eV
Largest force on an atom = 1.1 eV/Å
Energy above the lowest of the compared OMol25 structures with the same formula, charge and spin = 127.5 kcal per mole


3.
The following is a DFT calculation (ωB97M-V/def2-TZVPD) of a structure of composition C50H58Br42ClN4O2PS2.

Cartesian coordinates (Å):
N: -3.44309 -1.77176 -0.69922
C: -3.13913 -0.48131 -1.38706
C: -1.62501 -0.39876 -1.93142
C: -0.57359 0.20070 -0.88068
C: -0.62417 -0.52519 0.57680
C: -0.51944 -2.12668 0.51029
N: 0.86132 -2.68774 0.72312
C: 1.07594 -3.19143 2.09131
C: 1.72232 -2.42523 3.27611
C: 1.91644 -3.01036 4.71157
C: 1.44537 -4.47618 5.01734
C: 0.79170 -5.28992 3.83743
C: 0.58638 -4.66168 2.40679
P: -0.24999 -5.61262 0.98111
N: -0.30719 -7.33232 1.36047
O: -1.87231 -4.96868 0.96843
S: 2.34046 -0.70876 2.94245
C: 2.76244 -0.79984 1.12072
C: 3.91853 0.10026 0.58917
C: 4.78673 1.07116 1.50400
C: 4.04081 2.41332 1.96852
C: 5.14151 3.27755 2.81222
N: 4.55030 4.03358 3.95431
C: 5.07117 3.57410 5.28186
C: 3.75198 3.16734 6.14837
C: 3.41157 1.66424 6.31368
C: 2.09623 1.33915 7.12196
C: 1.19936 2.46920 7.69608
C: 1.62219 3.97278 7.51385
C: 2.92049 4.35341 6.72089
O: 3.34596 5.69590 6.48250
C: 4.27615 0.02704 -0.94405
S: 5.66564 1.03667 -1.68939
C: 3.44305 -0.95997 -1.85331
Cl: 3.94200 -0.99254 -3.62380
C: 2.28644 -1.84749 -1.27233
C: 1.53913 -2.81960 -2.29999
C: 2.42070 -4.07741 -2.76732
C: 2.69821 -5.04296 -1.48543
C: 4.30592 -5.01081 -1.26081
C: 4.89929 -4.44025 0.05651
C: 6.47455 -4.41102 0.16864
C: 7.38289 -4.94793 -0.99043
C: 6.75912 -5.50988 -2.31162
C: 5.19083 -5.53972 -2.43311
C: 1.93191 -1.78607 0.25924
H: -4.22341 -1.69073 -0.03554
H: -3.57185 -2.55120 -1.35661
H: -3.35897 0.41025 -0.68175
H: -3.83237 -0.44001 -2.31566
H: -1.66283 0.20391 -2.91944
H: -1.34299 -1.47751 -2.25254
H: 0.48241 0.25975 -1.31442
H: -0.89801 1.29906 -0.68947
H: 0.09478 -0.03782 1.33055
H: -1.68642 -0.29076 0.97884
H: -0.93309 -2.59665 -0.44629
H: -1.17683 -2.53510 1.36796
H: 2.40899 -2.41901 5.55010
H: 1.54919 -4.95097 6.05005
H: 0.43904 -6.37299 3.98179
H: -1.11258 -7.51940 1.99879
H: -0.48678 -7.91028 0.51850
H: -2.39919 -5.37162 1.70021
H: 5.80832 1.35100 1.06268
H: 5.02365 0.47870 2.47391
H: 3.08579 2.20739 2.57450
H: 3.72450 3.04974 1.05604
H: 5.96846 2.54253 3.10009
H: 5.59318 4.01904 2.04820
H: 3.52097 3.91002 3.89603
H: 5.70888 2.62826 5.23631
H: 5.58425 4.41316 5.88347
H: 4.06879 0.82891 5.87910
H: 1.75415 0.25770 7.27297
H: 0.22649 2.26416 8.25803
H: 0.99765 4.85069 7.92367
H: 3.86944 5.93160 7.28925
H: 6.61406 0.12752 -2.16555
H: 1.19601 -2.22881 -3.21568
H: 0.59098 -3.19757 -1.76812
H: 1.81113 -4.61384 -3.59147
H: 3.37423 -3.66831 -3.24147
H: 2.42083 -6.13766 -1.68906
H: 2.13046 -4.67691 -0.55695
H: 4.25187 -4.03866 0.90827
H: 6.92741 -4.00072 1.14294
H: 8.52145 -4.95768 -0.90472
H: 7.36395 -5.91303 -3.18721
H: 4.65765 -5.92799 -3.36961
C: -3.61434 -0.12459 -5.78310
Br: -3.71386 -1.86719 -4.93676
Br: -4.13365 1.29807 -4.57087
Br: -1.86996 0.19840 -6.56690
H: -4.33476 -0.12606 -6.59892
C: 0.76012 5.02754 1.15136
Br: 1.24592 4.88236 3.02426
Br: 0.26472 3.30918 0.39874
Br: -0.61878 6.36207 0.86752
H: 1.64644 5.36660 0.61686
C: -5.67151 4.70108 -6.01970
Br: -3.87920 4.67010 -6.76094
Br: -6.21730 6.49652 -5.52962
Br: -6.95637 3.85382 -7.20035
H: -5.64648 4.11410 -5.10253
C: 5.23745 -6.66436 3.58624
Br: 5.23500 -6.38262 1.66278
Br: 4.14541 -8.18658 4.10094
Br: 7.04048 -6.79951 4.29271
H: 4.78454 -5.78210 4.03715
C: 1.20803 2.57797 11.86662
Br: 2.39318 1.80434 13.19588
Br: 1.87763 2.32562 10.05842
Br: -0.61045 1.92677 12.05518
H: 1.18255 3.65151 12.05015
C: -4.06844 5.91139 -10.39748
Br: -2.27660 5.88132 -11.14074
Br: -4.61640 7.70765 -9.90809
Br: -5.35183 5.06235 -11.57786
H: -4.04258 5.32386 -9.47953
C: 4.86523 5.27672 14.96709
Br: 3.53451 6.64080 14.60346
Br: 4.11041 3.77372 15.93263
Br: 5.77701 4.71004 13.35140
H: 5.61524 5.72778 15.61497
C: -7.78413 -0.95806 -7.33441
Br: -9.14348 0.42425 -7.36905
Br: -6.22962 -0.46440 -8.38685
Br: -7.30410 -1.45206 -5.52067
H: -8.21671 -1.84223 -7.80186
C: -5.21630 -4.74240 0.33266
Br: -6.54767 -3.38100 -0.03645
Br: -5.96697 -6.23901 1.31289
Br: -4.30814 -5.31893 -1.27995
H: -4.46351 -4.28610 0.97486
C: -8.97806 -1.43463 -11.15156
Br: -10.29270 -0.05488 -11.51111
Br: -9.75145 -2.93754 -10.19843
Br: -8.06339 -1.99791 -12.76622
H: -8.22651 -0.99512 -10.49663
C: 1.52577 5.68459 -12.47972
Br: 1.67292 7.61061 -12.30076
Br: 1.35312 5.14428 -14.33471
Br: 2.98510 4.76467 -11.59305
H: 0.60802 5.38670 -11.97465
C: -4.36048 1.57205 11.24184
Br: -5.68842 2.93867 10.87946
Br: -5.11826 0.06593 12.20075
Br: -3.44472 1.01090 9.62659
H: -3.61161 2.02055 11.89342
C: -5.03188 6.18870 -15.91285
Br: -5.07969 6.49967 -17.82703
Br: -6.10923 4.65777 -15.40442
Br: -3.21456 6.04220 -15.25058
H: -5.47502 7.06220 -15.43688
C: -7.46403 0.17488 2.23777
Br: -5.71077 0.46492 1.45844
Br: -8.75144 -0.41945 0.91389
Br: -7.38744 -1.02683 3.75828
H: -7.81070 1.13792 2.60956

Atoms 1-3, force components in eV/Å:
0.412 0.612 0.338
-0.245 0.031 -0.955
-0.381 -0.584 -0.208

Results
LUMO = -0.52 eV
Kohn-Sham gap = 7.39 eV
Largest force on an atom = 5.2 eV/Å